--- 1 ---
Entry from the OMol25 dataset: the ion CH4IN2 with charge +1 (ωB97M-V/def2-TZVPD).

The geometry in XYZ format:
```
8
Properties=species:S:1:pos:R:3:lowdin_charge:R:1
C -1.35544 0.94810 -0.11384 -0.230
N -1.76246 1.51505 0.82159 0.195
N 1.26815 -0.83851 0.03229 -0.465
I 1.11699 1.00690 -0.80542 1.156
H -1.88015 0.36269 -0.95726 0.141
H -1.55714 2.13591 1.60445 0.145
H 1.78809 -1.56637 -0.45738 0.005
H 1.82310 -0.62302 0.96606 0.052
```

The net charge is +1. The gap between HOMO and LUMO comes out at 8.59 eV.

--- 2 ---
Entry from the OMol25 dataset: a cluster of 2 separate species, CH4IN2 in total (ωB97M-V/def2-TZVPD).

The geometry in XYZ format:
```
8
Properties=species:S:1:pos:R:3:lowdin_charge:R:1
C 1.12298 -0.42385 -0.16428 -0.087
N 1.91326 0.54894 0.24890 0.209
N 0.12250 -1.00837 -0.44075 0.277
I -3.04305 -0.66394 0.10079 0.444
H 2.92408 0.51791 -0.07606 0.192
H 1.45724 1.10393 0.91750 0.128
H -3.64705 1.18516 -0.02669 -0.056
H -0.84995 -1.25977 -0.55940 -0.107
```

The net charge is +1. The gap between HOMO and LUMO comes out at 8.82 eV.

Quick one: most stable of them? 2